DFT (ωB97M-V/def2-TZVPD) results for a 7-piece molecular cluster, C57H131F3N5O5P2 overall.

Each line ends with the Mulliken charge.
Positions of all 203 atoms, in Å:
C -4.359 -0.262 4.405  0.943
O -5.356 -0.270 5.390  -0.304
O -4.604 0.879 3.563  1.370
C -2.913 -0.471 4.901  0.262
F -2.119 -0.664 3.868  -0.006
F -2.427 0.516 5.647  -0.211
F -2.770 -1.578 5.710  -0.355
C -5.731 -1.611 5.930  0.018
C -6.928 -1.546 6.918  -0.355
H -6.555 -0.995 7.781  0.014
H -7.749 -0.874 6.668  0.111
H -7.291 -2.506 7.286  -0.142
H -4.919 -1.988 6.550  0.103
H -6.018 -2.401 5.236  0.262
H -4.499 -1.148 3.785  -1.155
C -10.284 -6.026 9.929  -1.164
C -10.557 -5.619 8.500  -0.478
N -9.409 -5.916 7.673  0.276
C -8.151 -5.318 7.692  -0.711
C -7.211 -6.050 6.976  -0.805
N -7.893 -7.197 6.598  0.149
C -9.167 -7.122 7.081  -0.094
C -7.322 -8.301 5.919  -0.815
H -9.275 -5.862 10.306  0.368
H -10.222 -7.114 9.952  0.380
H -10.986 -5.588 10.638  0.397
H -10.724 -4.541 8.501  0.253
H -11.365 -6.017 7.886  0.399
H -7.912 -4.365 8.139  0.584
H -6.181 -5.962 6.665  0.702
H -9.969 -7.837 6.968  0.419
H -8.136 -8.987 5.686  0.304
H -6.654 -8.894 6.543  0.364
H -6.783 -8.062 5.002  0.368
C 3.562 -3.217 1.729  -1.261
C 2.744 -4.396 2.055  -0.570
C 1.248 -4.203 1.783  -0.716
C 0.293 -5.454 2.028  -1.060
P -1.346 -5.141 2.750  0.883
C -2.461 -4.258 1.630  -1.176
C -3.586 -3.559 2.445  -0.127
C -4.628 -3.006 1.627  -0.532
C -4.169 -1.791 0.877  -1.004
C -1.126 -4.073 4.188  -0.330
C -0.072 -4.588 5.286  -1.146
C 0.319 -3.430 6.245  -0.309
C 1.020 -2.308 5.724  -0.988
C -2.070 -6.694 3.407  -1.163
C -2.028 -7.853 2.297  -0.842
C -2.491 -9.286 2.889  -0.319
C -2.687 -10.266 1.758  -1.242
H 4.597 -3.488 1.940  0.388
H 3.165 -2.447 2.390  0.272
H 3.369 -3.010 0.677  0.307
H 2.909 -4.726 3.081  0.336
H 3.204 -5.147 1.413  0.391
H 0.977 -3.840 0.791  0.634
H 0.899 -3.354 2.371  0.149
H 0.477 -6.174 2.825  0.662
H 0.203 -5.947 1.060  0.690
H -2.803 -5.021 0.930  0.547
H -1.895 -3.479 1.120  0.645
H -3.103 -2.795 3.054  -0.397
H -4.068 -4.180 3.199  0.365
H -5.470 -2.733 2.263  0.038
H -4.900 -3.719 0.849  0.581
H -3.742 -2.014 -0.101  0.580
H -3.413 -1.260 1.455  -0.097
H -5.004 -1.140 0.621  0.485
H -2.024 -4.036 4.805  0.667
H -0.882 -3.074 3.827  -0.083
H 0.902 -4.963 4.972  0.289
H -0.488 -5.475 5.766  0.596
H 0.688 -3.871 7.171  0.517
H -0.656 -3.053 6.553  -0.121
H 1.560 -1.709 6.458  0.402
H 0.438 -1.587 5.149  0.130
H 1.853 -2.668 5.122  0.276
H -3.056 -6.322 3.685  0.516
H -1.427 -6.963 4.246  0.602
H -0.993 -7.931 1.962  0.398
H -2.713 -7.531 1.512  0.384
H -3.447 -9.041 3.350  0.221
H -1.783 -9.624 3.646  0.371
H -1.671 -10.383 1.380  0.329
H -3.324 -9.814 0.997  0.333
H -3.091 -11.239 2.036  0.388
C -9.597 -2.168 10.363  -1.229
C -8.277 -1.369 10.320  0.489
C -7.358 -1.699 11.524  -0.570
C -6.111 -0.771 11.168  -0.813
P -4.773 -0.620 12.474  1.320
C -5.294 0.501 13.759  -0.979
C -6.287 -0.110 14.749  -0.403
C -6.847 0.920 15.772  -1.014
C -8.243 1.688 15.672  -1.075
C -4.539 -2.347 13.197  -1.204
C -4.017 -3.464 12.318  -0.553
C -3.839 -4.837 13.078  -0.874
C -2.569 -4.958 14.066  -1.111
C -3.381 0.053 11.615  -1.178
C -2.701 -0.724 10.382  -0.718
C -2.016 0.159 9.280  -0.110
C -1.127 -0.605 8.306  -1.266
H -10.420 -1.559 10.737  0.414
H -9.433 -3.147 10.813  0.315
H -9.740 -2.466 9.324  0.188
H -8.585 -0.325 10.376  0.504
H -7.714 -1.635 9.425  -0.543
H -7.070 -2.748 11.586  0.402
H -7.710 -1.321 12.484  0.086
H -6.469 0.254 11.068  0.633
H -5.544 -1.054 10.282  -0.033
H -5.616 1.439 13.307  0.443
H -4.393 0.722 14.331  0.612
H -5.692 -0.921 15.169  0.402
H -7.077 -0.694 14.277  0.317
H -5.994 1.592 15.864  0.400
H -6.831 0.520 16.786  0.485
H -8.615 1.735 14.648  0.308
H -8.183 2.738 15.960  0.325
H -8.927 1.128 16.309  0.305
H -5.460 -2.735 13.634  0.634
H -3.872 -2.091 14.020  0.675
H -3.069 -3.132 11.896  0.213
H -4.538 -3.590 11.370  0.357
H -3.615 -5.637 12.373  0.377
H -4.804 -5.142 13.484  0.412
H -2.894 -4.602 15.044  0.291
H -1.747 -4.324 13.731  0.280
H -2.209 -5.964 14.279  0.397
H -2.608 0.321 12.335  0.559
H -3.778 0.995 11.236  0.427
H -3.389 -1.408 9.884  0.359
H -1.901 -1.329 10.809  0.520
H -1.358 0.854 9.802  0.573
H -2.860 0.709 8.865  -0.263
H -1.565 -1.484 7.832  -0.063
H -0.325 -1.170 8.780  0.648
H -0.734 0.142 7.616  0.425
C -11.708 1.159 2.431  -0.899
N -10.220 0.951 2.899  -0.019
C -9.587 2.415 2.881  -0.979
C -10.357 0.550 4.405  -0.833
C -9.466 -0.058 1.923  -0.950
C -8.001 -0.345 2.455  0.654
O -7.209 0.730 2.040  -0.578
H -11.710 1.309 1.352  0.376
H -12.271 1.941 2.941  0.375
H -12.014 0.115 2.488  0.452
H -8.673 2.356 3.472  0.327
H -10.246 3.213 3.222  0.417
H -9.300 2.657 1.858  0.386
H -10.542 -0.522 4.339  0.427
H -11.228 1.043 4.836  0.401
H -9.484 0.650 5.051  0.206
H -9.517 0.461 0.965  0.445
H -10.037 -0.986 1.935  0.384
H -7.552 -1.161 1.890  0.230
H -7.902 -0.506 3.528  -0.162
H -6.316 0.640 2.379  -0.136
C -3.344 4.447 6.047  -0.849
N -4.737 4.248 6.712  0.196
C -4.483 3.323 7.888  -0.757
C -5.253 5.590 7.111  -0.783
C -5.630 3.448 5.779  -0.032
C -5.670 3.937 4.350  -0.587
O -4.512 3.756 3.546  -0.500
H -3.048 3.513 5.569  0.263
H -2.587 4.681 6.795  0.419
H -3.321 5.199 5.258  0.370
H -4.395 2.262 7.653  0.116
H -5.380 3.478 8.487  0.411
H -3.604 3.608 8.466  0.370
H -4.471 5.985 7.759  0.411
H -6.106 5.280 7.714  0.364
H -5.407 6.280 6.282  0.274
H -6.555 3.395 6.354  0.518
H -5.346 2.396 5.763  -0.077
H -5.830 5.015 4.377  0.543
H -6.524 3.476 3.854  0.000
H -4.437 2.814 3.713  0.096
C 0.098 3.030 -1.237  -0.888
N -0.751 2.106 -0.381  -0.005
C -1.037 0.833 -1.108  -0.823
C 0.103 1.712 0.822  -0.841
C -2.145 2.798 -0.133  -1.114
C -3.061 2.077 0.921  0.137
O -2.418 1.855 2.180  -0.487
H 0.308 3.972 -0.731  0.399
H -0.447 3.203 -2.165  0.394
H 1.099 2.657 -1.451  0.379
H -0.117 0.451 -1.548  0.415
H -1.683 1.138 -1.931  0.409
H -1.643 0.164 -0.496  0.244
H 1.122 1.549 0.472  0.410
H -0.349 0.871 1.348  0.286
H 0.291 2.552 1.491  0.375
H -2.673 2.844 -1.086  0.436
H -1.982 3.856 0.070  0.428
H -3.396 1.137 0.481  0.091
H -3.854 2.766 1.213  0.382
H -3.128 1.625 2.783  -0.355

Atoms 1-2, force components in eV/Å:
-1.2 1.7 -3.0
-1.0 -2.0 1.7

Results
highest occupied orbital energy	-17.82	eV
total charge	+5
Kohn-Sham gap	8.85	eV